Entry from the Open Molecules 2025 dataset: the ion C6H8N3O2 with charge +1 at a distorted geometry (wB97M-V/def2-TZVPD).

```
19
C6H8N3O2 wB97M-V/def2-TZVPD
C -0.64 1.61 -0.12
C 0.50 2.37 -0.05
C 0.64 -0.36 0.02
C -0.71 0.25 0.03
C 1.74 0.45 0.17
C 0.71 -1.83 -0.15
N 1.68 1.82 0.17
N -1.77 -0.54 0.24
N 3.15 -0.09 0.00
O 3.26 -1.32 0.03
O 3.97 0.75 -0.06
H -1.46 2.24 -0.12
H 0.61 3.44 -0.35
H 0.87 -2.37 0.78
H -0.22 -2.23 -0.63
H 1.68 -1.95 -0.77
H 2.45 2.32 0.31
H -2.71 -0.27 0.27
H -1.69 -1.43 0.67
```

Results
Orbital gap (spin up / spin down), eV: 6.3 / 6.0
Total charge: +1
Highest occupied orbital energy (spin up / spin down), eV: -10.64 / -14.27
2S+1: 3
E, eV: -14903.290
Energy relative to the best compared isomer or geometry (same formula, charge and spin), eV: 0.000

Löwdin population analysis, charges in e, atoms 1 to 2: 0.04 -0.03

=====

Entry from the Open Molecules 2025 dataset: a cluster of 2 separate species, C2H7NO4S2 in total at a distorted geometry (wB97M-V/def2-TZVPD).

```
16
C2H7NO4S2 wB97M-V/def2-TZVPD
C -1.98 0.22 -0.04
C -1.31 1.58 0.13
N -1.42 -0.88 0.74
O 1.37 -1.14 0.79
O 1.51 0.47 -1.04
O 3.35 -1.29 -0.55
O -1.14 1.94 1.23
S -0.84 2.57 -1.39
S 2.40 -0.13 -0.04
H -3.08 0.41 0.15
H -2.04 -0.09 -1.10
H 0.25 1.73 -1.43
H -0.44 -1.03 0.42
H -1.38 -0.75 1.76
H 1.79 -1.74 1.54
H 2.97 -1.88 -1.17
```

Results
Orbital gap (spin up / spin down), eV: 4.4 / 4.9
Total charge: 0
Highest occupied orbital energy (spin up / spin down), eV: -4.36 / -8.21
2S+1: 3
E, eV: -33531.586

Löwdin population analysis, charges in e, atoms 1 to 2: -0.31 -0.87

=====

Entry from the Open Molecules 2025 dataset: a cluster of 2 separate species, C5H12O in total (wB97M-V/def2-TZVPD).

```
18
C5H12O wB97M-V/def2-TZVPD
C -0.81 0.96 -1.51
C -0.15 -0.05 -0.95
C 0.75 0.08 0.25
C 2.18 0.30 -0.23
O 3.04 0.33 0.89
H -0.79 1.96 -1.08
H -1.41 0.82 -2.40
H -0.22 -1.04 -1.40
H 0.45 0.92 0.88
H 0.72 -0.83 0.87
H 2.21 1.24 -0.80
H 2.45 -0.51 -0.93
H 3.93 0.50 0.57
C -2.48 -0.94 1.17
H -2.22 -0.17 0.44
H -2.44 -0.50 2.17
H -1.75 -1.75 1.10
H -3.47 -1.32 0.96
```

Results
Orbital gap, eV: 10.7
Total charge: 0
Highest occupied orbital energy, eV: -9.76
E, eV: -7426.039
Energy relative to the best compared isomer or geometry (same formula, charge and spin), eV: 1.272

Löwdin population analysis, charges in e, atoms 1 to 2: -0.01 -0.23

=====

Entry from the Open Molecules 2025 dataset: a structure of composition C24H43IP2Ti at a distorted geometry (wB97M-V/def2-TZVPD).

```
71
C24H43IP2Ti wB97M-V/def2-TZVPD
Ti 0.25 0.07 2.31
C 0.63 -0.05 4.67
C 1.73 0.51 3.92
C -0.15 1.86 3.57
C -0.52 0.78 4.46
C 1.28 1.74 3.31
C 0.70 -1.22 5.58
H 1.64 -1.77 5.46
H -0.12 -1.92 5.39
H 0.60 -0.92 6.64
C -1.87 0.53 5.01
H -2.31 -0.38 4.59
H -2.53 1.38 4.81
H -1.85 0.38 6.10
C -1.06 2.84 2.94
H -1.18 3.77 3.53
H -2.06 2.40 2.82
H -0.70 3.13 1.95
C 2.14 2.70 2.56
H 2.58 3.45 3.23
H 1.58 3.24 1.79
H 2.98 2.19 2.07
C 3.10 -0.07 3.86
H 3.76 0.46 4.56
H 3.54 0.01 2.86
H 3.10 -1.13 4.14
C -0.95 -1.62 1.75
C 0.22 -2.16 2.33
C 1.46 -2.62 1.61
C 1.99 -1.69 0.49
C 1.71 -0.22 0.65
C 0.56 0.46 0.16
C -0.67 -0.18 -0.43
C -1.20 -1.47 0.26
H 1.30 -3.63 1.19
H 1.65 -2.06 -0.49
H 2.27 -2.76 2.34
H -0.84 -2.36 -0.29
H -1.83 -1.60 2.40
H 0.05 -2.63 3.30
H -2.29 -1.48 0.12
H -1.47 0.59 -0.43
H 0.67 1.54 -0.04
H -0.51 -0.40 -1.51
H 3.09 -1.82 0.44
H 2.59 0.40 0.86
P -0.91 -0.80 -3.78
P -0.74 1.92 -5.07
C -1.01 -0.80 -5.66
C -1.50 0.57 -6.13
H -1.71 -1.60 -5.95
H -0.02 -1.04 -6.07
H -1.24 0.77 -7.17
H -2.60 0.66 -6.03
C -1.60 3.30 -5.93
H -1.28 4.25 -5.49
H -2.68 3.19 -5.78
H -1.39 3.30 -7.01
C 0.93 1.97 -5.88
H 0.88 1.90 -6.97
H 1.55 1.15 -5.49
H 1.42 2.91 -5.60
C -2.53 -1.65 -3.48
H -2.63 -1.88 -2.40
H -2.62 -2.58 -4.07
H -3.35 -0.97 -3.76
C 0.35 -2.13 -3.61
H 1.31 -1.74 -4.01
H 0.07 -3.04 -4.16
H 0.49 -2.36 -2.54
I -2.21 -3.57 5.17
```

Results
Orbital gap (spin up / spin down), eV: 5.3 / 3.9
Total charge: +1
Highest occupied orbital energy (spin up / spin down), eV: -9.60 / -9.60
2S+1: 2
E, eV: -75370.568
Energy relative to the best compared isomer or geometry (same formula, charge and spin), eV: 0.000

Löwdin population analysis, charges in e, atoms 1 to 2: 0.93 -0.24

=====

Entry from the Open Molecules 2025 dataset: a structure of composition C23H27BrCrN7O4 (wB97M-V/def2-TZVPD).

```
63
C23H27BrCrN7O4 wB97M-V/def2-TZVPD
Cr 0.44 -0.45 -0.56
C 2.80 -1.09 1.23
C 1.84 -0.22 2.01
N 1.18 0.72 1.08
C 2.03 1.84 0.60
C 2.81 1.47 -0.66
N 2.04 0.54 -1.53
C 2.91 -0.53 -2.11
C 3.01 -1.75 -1.17
N 2.11 -1.61 0.02
H 3.67 -0.52 0.92
H 3.17 -1.91 1.84
H 1.05 -0.83 2.46
H 2.35 0.31 2.82
H 0.38 1.13 1.56
H 1.36 2.68 0.39
H 2.71 2.17 1.38
H 3.05 2.38 -1.21
H 3.76 1.01 -0.41
H 1.65 1.06 -2.30
H 2.48 -0.84 -3.05
H 3.90 -0.11 -2.32
H 2.70 -2.63 -1.72
H 4.03 -1.91 -0.82
H 1.76 -2.54 0.24
Br -3.24 6.56 3.23
C -2.78 4.85 2.61
C -3.29 3.73 3.24
C -2.95 2.47 2.78
C -2.10 2.32 1.68
C -1.56 3.46 1.10
C -1.91 4.72 1.54
N -1.72 1.04 1.16
C -2.52 0.08 1.29
C -2.23 -1.32 0.89
C -3.22 -2.24 1.16
C -3.04 -3.58 0.87
C -1.84 -3.97 0.31
C -0.90 -3.00 0.04
N -1.05 -1.69 0.33
H -3.94 3.84 4.09
H -3.33 1.60 3.30
H -0.85 3.36 0.28
H -1.50 5.61 1.06
H -3.52 0.21 1.72
H -4.15 -1.89 1.60
H -3.82 -4.31 1.07
H -1.64 -5.00 0.05
H 0.01 -3.28 -0.47
O -2.42 -0.92 -5.70
C -2.85 0.15 -5.05
O -3.71 0.87 -5.45
C -2.22 0.46 -3.72
C -2.61 1.55 -2.96
N -1.88 1.55 -1.84
N -1.03 0.52 -1.80
C -1.23 -0.15 -2.94
C -0.42 -1.38 -3.12
O -0.48 -2.07 -4.10
O 0.34 -1.63 -2.08
H -1.71 -1.40 -5.22
H -3.36 2.30 -3.18
H -1.96 2.18 -1.05
```

Results
Orbital gap (spin up / spin down), eV: 7.1 / 6.9
Total charge: +2
Highest occupied orbital energy (spin up / spin down), eV: -13.87 / -13.88
2S+1: 4
E, eV: -141363.189
Energy relative to the best compared isomer or geometry (same formula, charge and spin), eV: 0.000

Löwdin population analysis, charges in e, atoms 1 to 2: 0.94 -0.13

=====

Entry from the Open Molecules 2025 dataset: an isolated molecule of C5H10O2 (wB97M-V/def2-TZVPD).

```
17
C5H10O2 wB97M-V/def2-TZVPD
O 1.42 0.07 -0.18
C 2.21 -1.40 -0.61
C 0.20 -0.21 0.56
C -0.51 1.11 0.85
C -1.66 1.12 -0.19
O -1.33 0.10 -1.12
C -0.77 -0.95 -0.34
H 1.13 0.40 -1.05
H 2.97 -0.89 -1.23
H 2.73 -1.50 0.36
H 0.53 -0.77 1.43
H -0.89 1.15 1.88
H 0.18 1.95 0.72
H -1.75 2.06 -0.74
H -2.62 0.90 0.29
H -0.25 -1.66 -0.99
H -1.55 -1.46 0.25
```

Results
Orbital gap, eV: 8.3
Total charge: 0
Highest occupied orbital energy, eV: -7.56
E, eV: -9437.665
Energy relative to the best compared isomer or geometry (same formula, charge and spin), eV: 5.378

Löwdin population analysis, charges in e, atoms 1 to 2: -0.15 0.00

=====

Number 1: M 154.15 g mol⁻¹. Number 2: M 173.22 g mol⁻¹. Number 3: M 88.15 g mol⁻¹. Number 4: M 568.33 g mol⁻¹. Number 5: M 597.41 g mol⁻¹. Number 6: M 102.13 g mol⁻¹.